# 1
Here is a 3-piece molecular cluster, C13H30FN4O6Si overall from the OMol25 dataset. Energies are from ωB97M-V with the def2-TZVPD basis set.

Last column: natural (NBO) charge in e.
Atoms and positions in Å:
C (2.313, 5.248, -3.109)  -0.616
C (0.879, 4.943, -2.447)  -0.876
Si (-0.223, 3.747, -3.478)  1.504
N (-0.245, 4.130, -5.223)  -1.247
C (0.296, 1.911, -3.306)  0.361
O (-0.028, 1.121, -2.357)  -0.728
O (1.113, 1.384, -4.322)  -0.809
C (-2.014, 3.915, -2.699)  0.321
O (-2.252, 3.187, -1.695)  -0.509
N (-3.019, 4.888, -3.249)  -0.748
C (-3.062, 6.130, -2.472)  0.978
O (-2.152, 6.976, -2.387)  -0.541
F (-4.289, 6.379, -1.770)  -0.348
H (3.114, 4.515, -2.747)  0.222
H (2.643, 6.291, -2.736)  0.191
H (2.229, 5.317, -4.245)  0.221
H (0.958, 4.579, -1.369)  0.252
H (0.312, 5.952, -2.401)  0.230
H (-0.800, 3.365, -5.660)  0.394
H (-0.744, 5.012, -5.437)  0.354
H (-2.689, 5.144, -4.191)  0.395
C (-2.579, 0.086, 2.360)  -0.611
C (-1.876, 0.259, 1.014)  -0.087
C (-2.085, -0.916, 0.037)  -0.087
O (-1.351, -2.097, 0.356)  -0.549
C (-1.892, -2.858, 1.419)  -0.246
N (-0.449, 0.512, 1.254)  -0.842
H (-2.042, -0.583, 3.037)  0.194
H (-2.656, 1.049, 2.874)  0.211
H (-3.594, -0.302, 2.228)  0.191
H (-2.305, 1.152, 0.543)  0.210
H (-1.725, -0.603, -0.949)  0.231
H (-3.150, -1.151, -0.088)  0.147
H (-2.986, -2.856, 1.415)  0.163
H (-1.508, -2.492, 2.373)  0.165
H (-1.547, -3.890, 1.310)  0.175
H (-0.006, 0.745, 0.364)  0.387
H (-0.022, -0.379, 1.511)  0.349
C (1.455, -4.221, 1.436)  -0.623
C (2.732, -3.809, 2.164)  -0.085
C (3.505, -4.984, 2.799)  -0.074
O (2.915, -5.522, 3.979)  -0.552
C (1.794, -6.357, 3.750)  -0.248
N (2.399, -2.783, 3.162)  -0.816
H (0.622, -4.412, 2.115)  0.197
H (1.128, -3.423, 0.763)  0.246
H (1.617, -5.118, 0.830)  0.198
H (3.393, -3.354, 1.416)  0.196
H (4.489, -4.615, 3.105)  0.181
H (3.692, -5.781, 2.068)  0.161
H (1.909, -6.964, 2.846)  0.169
H (0.884, -5.758, 3.698)  0.169
H (1.688, -7.028, 4.606)  0.182
H (3.265, -2.425, 3.562)  0.348
H (1.949, -3.257, 3.945)  0.350

Forces on atoms 1 to 3 (eV/Å):
-0.05 0.73 0.74
-0.14 1.20 -0.11
0.90 -0.51 -0.15

Summary:
LUMO (eV): 2.41
HOMO-LUMO gap (eV): 6.816
DFT total energy (eV): -42808.0165
Total charge: -1

=====

# 2
Here is the molecule C3H9N3S from the OMol25 dataset. Energies are from ωB97M-V with the def2-TZVPD basis set.

Last column: natural (NBO) charge in e.
Atoms and positions in Å:
C (-1.761, 2.837, -0.177)  -0.407
C (0.117, 0.065, 0.974)  0.145
C (-0.707, -1.564, -0.707)  -0.416
H (-1.088, 3.708, -0.187)  0.177
H (-2.388, 2.996, 0.697)  0.214
H (-2.468, 2.860, -1.039)  0.197
H (-0.579, 1.307, -1.053)  0.360
H (0.618, -0.235, 1.898)  0.175
H (-1.575, -0.975, -0.991)  0.215
H (-0.980, -2.348, -0.013)  0.186
H (-0.368, -2.056, -1.619)  0.201
H (2.138, -1.560, -1.356)  0.105
N (-1.115, 1.555, -0.202)  -0.457
N (-0.618, 1.111, 0.944)  -0.239
N (0.371, -0.755, -0.149)  -0.617
S (1.896, -1.569, -0.064)  0.161

Forces on atoms 1 to 3 (eV/Å):
-0.72 0.67 -0.75
-0.21 -0.02 -0.08
0.11 -0.20 -0.13

Summary:
Energy above the lowest of the compared OMol25 structures with the same formula, charge and spin (kcal/mol): 56.6
SMILES string: CN/N=C\N(C)S
LUMO (eV): 0.81
HOMO-LUMO gap (eV): 8.698
DFT total energy (eV): -18560.2233
Total charge: 0

=====

# 3
Here is C9H28N2P2Tc as an isolated structure from the OMol25 dataset. Energies are from ωB97M-V with the def2-TZVPD basis set.

Last column: natural (NBO) charge in e.
Atoms and positions in Å:
Tc (-0.930, 0.246, -0.396)  0.727
H (0.253, 1.675, -3.257)  0.005
H (0.184, 0.966, -3.524)  0.003
P (-0.987, 2.436, 0.432)  0.929
P (-1.395, -1.914, -1.177)  0.925
C (-0.190, -3.248, -0.743)  -0.921
H (-0.554, -4.248, -1.041)  0.276
H (0.771, -3.038, -1.241)  0.247
H (-0.021, -3.226, 0.347)  0.250
C (-2.993, -2.620, -0.578)  -0.911
H (-3.812, -1.960, -0.907)  0.266
H (-3.154, -3.644, -0.960)  0.266
H (-2.982, -2.632, 0.524)  0.256
C (-1.548, -2.117, -3.014)  -0.915
H (-0.574, -1.902, -3.484)  0.251
H (-1.864, -3.141, -3.283)  0.275
H (-2.289, -1.393, -3.392)  0.264
C (-2.393, 2.772, 1.583)  -0.912
H (-2.385, 3.817, 1.940)  0.267
H (-3.335, 2.559, 1.053)  0.265
H (-2.319, 2.086, 2.443)  0.255
C (0.467, 3.032, 1.407)  -0.922
H (1.351, 3.060, 0.749)  0.251
H (0.294, 4.034, 1.839)  0.276
H (0.667, 2.309, 2.215)  0.245
C (-1.191, 3.783, -0.825)  -0.915
H (-2.070, 3.553, -1.449)  0.264
H (-1.325, 4.769, -0.345)  0.275
H (-0.298, 3.813, -1.473)  0.252
H (-2.560, 0.611, -0.898)  -0.164
H (-1.338, -0.255, 1.059)  0.103
C (3.527, -0.694, 2.822)  -0.419
N (3.300, -0.872, 1.404)  -0.403
C (4.325, -1.382, 0.520)  -0.418
C (1.985, -0.525, 0.845)  0.727
N (0.858, -0.227, 0.365)  -0.652
H (4.556, -0.992, 3.114)  0.262
H (2.807, -1.314, 3.396)  0.229
H (3.382, 0.374, 3.091)  0.226
H (3.970, -2.317, 0.038)  0.226
H (4.547, -0.629, -0.266)  0.229
H (5.266, -1.604, 1.067)  0.262

Forces on atoms 1 to 3 (eV/Å):
-0.18 0.38 -0.92
-0.07 -0.48 -0.10
0.02 0.43 0.23

Summary:
LUMO (alpha / beta) (eV): -7.82 / -9.05
HOMO-LUMO gap (alpha / beta) (eV): 8.172 / 7.270
Spin multiplicity: 4
DFT total energy (eV): -33524.3918
Total charge: +2

=====

The highest total charge belongs to which entry?
C9H28N2P2Tc